# C5H7NO

A structure of composition C5H7NO (ωB97M-V/def2-TZVPD, the Open Molecules 2025 dataset).

Multiplicity: 1
Maximum force, Eh/bohr: 0.00845
Kohn-Sham gap, eV: 8.1
E_HOMO, eV: -7.4
Total charge: 0
E_LUMO, eV: 0.606

Positions of all 14 atoms, in Å:
C: -1.6771 0.6801 0.6448
C: -0.2679 0.2661 0.8912
C: -0.2778 -2.2340 -0.3952
O: 0.9029 -2.0044 -0.9073
C: 1.3954 -0.6937 -0.8280
C: 0.7304 0.1695 -0.0558
N: 0.9408 1.5443 0.2983
H: -2.2210 -0.2691 0.5767
H: -1.8616 1.2360 -0.2867
H: -2.0847 1.2394 1.4924
H: -0.3721 -3.3381 -0.5215
H: 2.3394 -0.5551 -1.3351
H: 0.7486 2.2212 -0.4310
H: 1.7322 1.7676 0.8857